Entry one
Entry from OMol25: an isolated molecule of C5H8FNS (ωB97M-V with the def2-TZVPD basis set).

Values from the calculation:
Charge = 0
Lowest unoccupied orbital energy = 0.0276 hartree
Structure (SMILES) = NC/C(F)=C/[C@@H]1CS1
HOMO level = -9.022 eV
M = 133.191 Da

Structure (XYZ):
```
16
C5H8FNS | OMol25 | ωB97M-V with the def2-TZVPD basis set
C 1.95 -0.72 -0.13
C 0.62 0.00 -0.45
C -0.49 -0.62 -0.64
C -1.93 -0.06 -0.64
C -2.16 1.08 0.25
H 1.49 -0.02 1.83
H 3.05 0.86 0.97
H 2.74 -0.57 -1.02
H 1.58 -1.78 0.02
H -0.50 -1.73 -0.95
H -2.38 -0.23 -1.63
H -2.78 1.79 -0.27
H -1.35 1.39 0.87
N 2.58 -0.25 1.22
F 0.69 1.31 -0.13
S -3.12 -0.46 0.71
```

***

Entry two
Entry from OMol25: an isolated molecule of C5H8FNS (ωB97M-V with the def2-TZVPD basis set).

Values from the calculation:
Charge = 0
Lowest unoccupied orbital energy = 0.0277 hartree
Structure (SMILES) = C[C@]1(CF)C=NSC1
HOMO level = -8.702 eV
M = 133.191 Da

Structure (XYZ):
```
16
C5H8FNS | OMol25 | ωB97M-V with the def2-TZVPD basis set
C 0.09 -1.44 0.54
C 0.02 -0.01 0.02
C 1.24 0.34 -0.80
C -1.25 0.23 -0.78
C -0.06 1.02 1.23
H 0.05 -2.21 -0.24
H 1.00 -1.60 1.15
H -0.77 -1.69 1.18
H 1.35 -0.40 -1.64
H 1.16 1.32 -1.32
H -1.01 0.16 -1.85
H -1.98 -0.57 -0.48
H 0.65 0.88 2.08
N -1.00 1.87 1.21
F 2.38 0.26 -0.03
S -1.88 1.83 -0.27
```

***

Last place for stability: entry one

***

Entry one
Entry from OMol25: a cluster of 2 separate species, C3H3NS2 in total (ωB97M-V with the def2-TZVPD basis set).

Values from the calculation:
Charge = 0
Lowest unoccupied orbital energy (spin up / spin down) = -0.0738 / -0.0738 hartree
HOMO level (spin up / spin down) = -7.545 / -7.545 eV
M = 117.198 Da

Structure (XYZ):
```
9
C3H3NS2 | OMol25 | ωB97M-V with the def2-TZVPD basis set
C -0.87 -1.09 -0.14
C -2.01 -0.52 -0.26
C 1.73 0.04 0.40
N 0.09 -1.74 -0.06
S 3.23 -0.30 0.46
S 0.79 1.42 0.09
H -2.30 0.02 -1.10
H -2.50 -0.35 0.62
H 1.83 2.51 0.01
```

***

Entry two
Entry from OMol25: an isolated molecule of C3H3NS2 (ωB97M-V with the def2-TZVPD basis set).

Values from the calculation:
Charge = 0
Lowest unoccupied orbital energy (spin up / spin down) = -0.0545 / -0.0545 hartree
Structure (SMILES) = S=C1C=NCS1
HOMO level (spin up / spin down) = -8.990 / -8.991 eV
M = 117.198 Da

Structure (XYZ):
```
9
C3H3NS2 | OMol25 | ωB97M-V with the def2-TZVPD basis set
C -0.98 -0.04 1.17
C -1.59 1.24 1.13
C 0.29 0.38 -0.69
N -0.12 -0.47 0.34
S -2.59 2.13 1.95
S -0.59 1.97 -0.76
H -1.27 -0.71 1.98
H 1.35 0.61 -0.53
H 0.21 -0.13 -1.65
```

***

Last place for stability: entry one

***

Entry one
Entry from OMol25: a cluster of 2 separate species, C3H3NS2 in total (ωB97M-V with the def2-TZVPD basis set).

Values from the calculation:
Charge = 0
Lowest unoccupied orbital energy = -0.0317 hartree
Structure (SMILES) = N#CSS.C#C
HOMO level = -9.986 eV
M = 117.198 Da

Structure (XYZ):
```
9
C3H3NS2 | OMol25 | ωB97M-V with the def2-TZVPD basis set
C 0.96 -0.79 -0.30
C 1.58 -0.66 0.74
C -2.47 -1.55 0.04
N -1.71 -2.23 0.56
S -3.62 -0.37 -0.43
S -2.74 1.34 0.55
H 0.37 -1.12 -1.10
H 2.14 -0.33 1.57
H -2.53 2.07 -0.53
```

***

Entry two
Entry from OMol25: an isolated molecule of C3H3NS2 (ωB97M-V with the def2-TZVPD basis set).

Values from the calculation:
Charge = 0
Lowest unoccupied orbital energy = -0.0613 hartree
Structure (SMILES) = N#CC(=S)CS
HOMO level = -9.564 eV
M = 117.198 Da

Structure (XYZ):
```
9
C3H3NS2 | OMol25 | ωB97M-V with the def2-TZVPD basis set
C -0.35 -0.47 0.53
C 0.92 0.14 0.04
C 1.00 1.56 -0.13
H -1.86 -1.23 -1.18
H -0.39 -0.02 1.50
H -0.25 -1.62 0.53
N 0.75 2.66 -0.37
S -1.87 -0.12 -0.46
S 2.06 -0.90 -0.46
```

***

Last place for stability: entry one

***

Entry one
Entry from OMol25: a structure of composition C3H3NS2 (ωB97M-V with the def2-TZVPD basis set).

Values from the calculation:
Charge = 0
Lowest unoccupied orbital energy (spin up / spin down) = -0.0910 / -0.0974 hartree
HOMO level (spin up / spin down) = -9.025 / -8.970 eV
M = 117.198 Da

Structure (XYZ):
```
9
C3H3NS2 | OMol25 | ωB97M-V with the def2-TZVPD basis set
C -2.17 1.02 2.40
C -1.48 -0.12 2.56
C 0.51 -0.40 0.53
N -2.65 2.05 2.29
S 0.87 0.05 4.32
S -0.29 -1.08 2.05
H -0.28 -0.02 -0.34
H 0.98 -1.20 0.04
H 1.06 0.45 0.88
```

***

Entry two
Entry from OMol25: an isolated molecule of C3H3NS2 (ωB97M-V with the def2-TZVPD basis set).

Values from the calculation:
Charge = 0
Lowest unoccupied orbital energy = -0.0501 hartree
Structure (SMILES) = N#CCSC=S
HOMO level = -9.329 eV
M = 117.198 Da

Structure (XYZ):
```
9
C3H3NS2 | OMol25 | ωB97M-V with the def2-TZVPD basis set
C -0.66 -0.82 0.71
C 1.42 0.34 -0.78
C 0.73 1.53 -0.08
H -0.85 -1.48 1.56
H 0.77 0.30 -1.56
H 2.53 0.17 -0.96
N 0.06 2.29 0.70
S -1.87 -0.17 -0.37
S 1.13 -1.16 0.18
```

***

Last place for stability: entry one

***

Entry one
Entry from OMol25: a cluster of 2 separate species, ClH3S in total (ωB97M-V with the def2-TZVPD basis set).

Values from the calculation:
Charge = 0
Lowest unoccupied orbital energy = 0.0292 hartree
Structure (SMILES) = Cl.S
HOMO level = -9.671 eV
M = 70.544 Da

Structure (XYZ):
```
5
ClH3S | OMol25 | ωB97M-V with the def2-TZVPD basis set
H -2.74 0.54 -0.05
H 0.92 0.77 -0.33
H 2.58 -0.17 0.58
S 1.54 -0.57 -0.13
Cl -2.29 -0.56 -0.08
```

***

Entry two
Entry from OMol25: a cluster of 2 separate species, ClH3S in total (ωB97M-V with the def2-TZVPD basis set).

Values from the calculation:
Charge = 0
Lowest unoccupied orbital energy = 0.0309 hartree
Structure (SMILES) = Cl.S
HOMO level = -9.458 eV
M = 70.544 Da

Structure (XYZ):
```
5
ClH3S | OMol25 | ωB97M-V with the def2-TZVPD basis set
H 1.87 -0.11 -0.24
H 0.73 -1.60 0.29
H -2.08 0.76 0.55
S 0.79 -0.73 -0.73
Cl -1.30 1.69 0.13
```

***

Last place for stability: entry one

***

Entry one
Entry from OMol25: the ion C9H14NO with charge +1 (ωB97M-V with the def2-TZVPD basis set).

Values from the calculation:
Charge = +1
Lowest unoccupied orbital energy = -0.2134 hartree
HOMO level = -13.203 eV
M = 152.217 Da

Structure (XYZ):
```
25
C9H14NO | OMol25 | ωB97M-V with the def2-TZVPD basis set
C 0.78 1.68 0.62
C 1.00 -0.81 1.28
C 1.07 0.05 -1.19
C -1.26 0.38 1.08
C 0.23 0.55 1.55
C 0.18 1.15 -0.68
C 1.00 -1.17 -0.21
C -1.13 0.50 -0.36
C -1.92 -0.09 -1.35
N 0.04 -2.07 -0.71
O -0.65 -2.75 0.00
H 0.38 2.79 0.77
H 1.92 1.65 0.69
H 1.99 -0.63 1.61
H 0.70 -1.71 1.75
H 0.71 -0.44 -2.22
H 2.12 0.41 -1.41
H -1.57 -0.64 1.39
H -1.89 1.16 1.36
H 0.23 0.62 2.71
H 0.25 1.89 -1.50
H 1.97 -1.70 -0.35
H -2.98 -0.44 -1.23
H -1.36 -1.02 -1.45
H -1.79 0.62 -2.14
```

***

Entry two
Entry from OMol25: the ion C9H14NO with charge +1 (ωB97M-V with the def2-TZVPD basis set).

Values from the calculation:
Charge = +1
Lowest unoccupied orbital energy = -0.2296 hartree
Structure (SMILES) = C[C@]12C[C@H]3C[C@H](C[C@@H]1C3)[N+]2=O
HOMO level = -15.464 eV
M = 152.217 Da

Structure (XYZ):
```
25
C9H14NO | OMol25 | ωB97M-V with the def2-TZVPD basis set
C 0.07 -0.20 -1.85
C 1.68 -0.94 0.01
C -0.79 -1.70 0.10
C 0.63 1.34 -0.20
C 1.28 0.21 -0.98
C -0.96 -0.44 -0.68
C 0.49 -1.39 0.93
C -0.56 0.61 0.43
C -1.55 1.67 0.82
N 0.08 -0.09 1.50
O 0.38 0.44 2.53
H -0.27 0.54 -2.43
H 0.14 -1.17 -2.32
H 1.94 -1.78 -0.63
H 2.48 -0.56 0.81
H -1.54 -1.94 0.74
H -0.64 -2.51 -0.49
H 1.42 1.84 0.39
H 0.37 2.02 -0.96
H 2.32 0.39 -1.47
H -2.02 -0.41 -0.88
H 0.59 -2.06 1.75
H -2.08 1.64 1.86
H -2.37 1.84 0.09
H -1.08 2.65 0.97
```

***

Last place for stability: entry one